1.
A molecular structure, C63H56KN8O5S4, computed with ωB97M-V/def2-TZVPD.

Cartesian coordinates (Å):
K1 0.619 -0.399 0.072
N1 2.473 0.634 -1.376
S1 3.738 0.688 -0.685
N2 3.972 1.773 0.590
S2 3.600 3.259 0.452
N3 2.508 3.849 -0.446
S3 0.945 3.162 -0.314
N4 0.695 2.120 0.651
C1 0.648 2.879 -2.062
C2 1.274 3.600 -3.071
C3 0.934 3.333 -4.390
C4 -0.027 2.370 -4.682
C5 -0.654 1.675 -3.658
C6 -0.317 1.923 -2.333
C7 0.014 4.692 -0.097
C8 -1.323 4.663 -0.475
C9 -2.141 5.738 -0.161
C10 -1.629 6.831 0.526
C11 -0.293 6.846 0.908
C12 0.531 5.772 0.601
C13 5.043 4.204 -0.019
C14 5.011 5.084 -1.083
C15 6.182 5.751 -1.428
C16 7.344 5.539 -0.704
C17 7.356 4.651 0.364
C18 6.201 3.969 0.707
C19 3.407 3.730 2.159
C20 3.009 2.785 3.086
C21 2.828 3.189 4.402
C22 3.027 4.513 4.764
C23 3.404 5.453 3.813
C24 3.595 5.061 2.498
C25 4.363 -0.745 0.170
C26 4.649 -1.833 -0.647
C27 5.094 -3.012 -0.074
C28 5.238 -3.100 1.303
C29 4.930 -2.017 2.110
C30 4.488 -0.829 1.550
C31 5.148 1.095 -1.739
C32 4.796 1.570 -2.991
C33 5.797 1.979 -3.865
C34 7.128 1.900 -3.479
C35 7.466 1.410 -2.221
C36 6.473 1.007 -1.341
H1 2.018 4.347 -2.836
H2 1.418 3.879 -5.193
H3 -0.288 2.167 -5.714
H4 -1.415 0.933 -3.873
H5 -0.850 1.388 -1.536
H6 -1.741 3.796 -0.979
H7 -3.186 5.705 -0.444
H8 -2.273 7.668 0.770
H9 0.108 7.695 1.448
H10 1.569 5.778 0.898
H11 4.087 5.231 -1.627
H12 6.179 6.439 -2.266
H13 8.253 6.065 -0.976
H14 8.269 4.478 0.922
H15 6.198 3.252 1.522
H16 2.817 1.764 2.770
H17 2.522 2.461 5.143
H18 2.882 4.817 5.794
H19 3.552 6.489 4.094
H20 3.899 5.785 1.747
H21 4.507 -1.760 -1.721
H22 5.295 -3.872 -0.700
H23 5.544 -4.036 1.754
H24 4.994 -2.108 3.187
H25 4.231 0.016 2.174
H26 3.740 1.605 -3.252
H27 5.535 2.353 -4.848
H28 7.910 2.213 -4.162
H29 8.507 1.343 -1.927
H30 6.722 0.623 -0.357
C37 -0.110 1.206 4.115
C38 0.339 -0.194 3.871
N5 0.800 -0.648 2.734
C39 0.915 -2.020 2.873
C40 0.592 -2.379 4.143
N6 0.239 -1.189 4.792
C41 0.596 -3.691 4.794
O1 0.669 -3.647 6.170
O2 0.549 -4.744 4.241
C42 1.185 -2.827 1.614
O3 2.242 -3.453 1.506
O4 0.262 -2.650 0.768
H31 -0.004 1.768 3.184
H32 0.465 1.692 4.906
H33 -1.164 1.217 4.405
H34 -0.369 -1.131 5.588
H35 0.929 -2.762 6.438
C43 -6.286 -0.092 -2.605
C44 -5.097 -0.794 -2.912
C45 -3.950 -0.537 -2.209
C46 -3.885 0.440 -1.170
C47 -2.614 0.694 -0.525
C48 -2.716 1.690 0.445
C49 -3.900 2.403 0.766
C50 -5.075 2.156 0.109
C51 -5.092 1.152 -0.893
C52 -6.276 0.854 -1.619
H36 -7.199 -0.300 -3.155
H37 -5.102 -1.532 -3.709
H38 -3.026 -1.068 -2.425
H39 -1.822 1.974 1.004
H40 -3.873 3.165 1.545
H41 -5.986 2.701 0.339
H42 -7.183 1.405 -1.380
C53 -7.255 -2.173 1.996
C54 -6.555 -0.939 1.439
C55 -5.095 -0.854 1.860
N7 -4.268 -1.837 1.165
C56 -3.270 -2.523 1.721
S4 -2.860 -2.443 3.342
N8 -2.518 -3.332 0.858
C57 -2.935 -4.170 -0.150
O5 -2.156 -4.646 -0.954
C58 -4.368 -4.641 -0.162
C59 -5.179 -4.406 -1.263
C60 -6.467 -4.919 -1.300
C61 -6.934 -5.705 -0.253
C62 -6.111 -5.963 0.836
C63 -4.835 -5.420 0.890
H43 -8.299 -2.223 1.676
H44 -7.234 -2.167 3.091
H45 -6.759 -3.084 1.665
H46 -7.056 -0.029 1.786
H47 -6.617 -0.918 0.346
H48 -4.981 -1.035 2.925
H49 -4.687 0.133 1.645
H50 -4.257 -1.750 0.158
H51 -1.478 -3.248 0.982
H52 -4.797 -3.817 -2.085
H53 -7.105 -4.710 -2.151
H54 -7.938 -6.115 -0.286
H55 -6.468 -6.577 1.655
H56 -4.196 -5.597 1.749

Total charge ... -1
ΔE to the lowest compared entry with this formula, charge and spin ... 0.0 kJ/mol
LUMO level ... 1.55 eV
E ... -148060.025 eV
Gap between HOMO and LUMO ... 5.5 eV

Löwdin population analysis, charges in e, atoms 1 to 8: 0.7068, -0.3302, 0.7167, -0.3574, 0.8392, -0.3599, 0.7312, -0.3180

***

2.
A molecular structure, C22H26FeNO, computed with ωB97M-V/def2-TZVPD.

Cartesian coordinates (Å):
C1 0.748 -0.537 2.570
N1 1.964 -0.526 1.755
C2 2.690 -1.813 1.786
C3 4.100 -1.697 2.320
O1 4.742 -0.521 1.883
C4 4.092 0.660 2.300
C5 2.678 0.759 1.773
H1 0.636 0.394 3.145
H2 -0.167 -0.625 1.945
H3 0.711 -1.402 3.259
H4 2.136 -2.479 2.459
H5 2.698 -2.278 0.790
H6 4.056 -1.755 3.421
H7 4.736 -2.503 1.938
H8 4.054 0.742 3.400
H9 4.721 1.463 1.899
H10 2.664 1.220 0.778
H11 2.128 1.423 2.448
C6 -3.555 -2.435 -1.722
C7 -2.471 -1.835 -2.487
C8 -2.892 -0.508 -2.902
C9 -4.240 -0.284 -2.397
C10 -4.654 -1.481 -1.673
Fe1 -2.998 -0.704 -0.929
C11 -3.533 0.461 0.570
C12 -3.289 -0.898 1.035
C13 -1.967 -1.284 0.632
C14 -1.307 -0.128 -0.030
C15 0.090 -0.054 -0.361
C16 0.654 1.081 -1.009
C17 1.565 0.912 -2.083
C18 1.823 1.989 -2.932
C19 1.332 3.271 -2.618
C20 0.732 3.495 -1.364
C21 0.401 2.413 -0.561
C22 -2.337 0.930 -0.085
H12 -3.568 -3.448 -1.321
H13 -1.541 -2.324 -2.773
H14 -2.333 0.159 -3.560
H15 -4.859 0.590 -2.605
H16 -5.640 -1.659 -1.244
H17 -4.437 1.031 0.773
H18 -3.962 -1.500 1.647
H19 -1.388 -2.171 0.908
H20 0.642 -0.996 -0.445
H21 2.023 -0.083 -2.222
H22 2.416 1.815 -3.837
H23 1.535 4.110 -3.284
H24 0.530 4.511 -1.021
H25 -0.009 2.555 0.453
H26 -2.148 1.948 -0.421

Total charge ... -1
ΔE to the lowest compared entry with this formula, charge and spin ... 133.8 kJ/mol
Multiplicity ... 5
LUMO level (alpha / beta) ... 2.93 / 2.92 eV
E ... -61154.167 eV
Gap between HOMO and LUMO (alpha / beta) ... 3.9 / 5.7 eV

Löwdin population analysis, charges in e, atoms 1 to 8: -0.0829, -0.1803, -0.1636, -0.2144, -0.1373, -0.2050, -0.1603, 0.0818

***

3.
C8H10N2O2 in the gas phase, computed with ωB97M-V/def2-TZVPD.

Cartesian coordinates (Å):
N1 -3.044 2.317 0.117
C1 -2.284 1.527 0.443
C2 -1.206 0.622 0.857
N2 -1.126 -0.607 -0.005
C3 0.278 -0.599 -0.541
C4 0.324 -1.371 -1.883
O1 1.363 -1.754 -2.366
O2 -0.861 -1.472 -2.489
C5 1.209 -1.072 0.543
C6 1.126 0.227 1.495
C7 0.174 1.182 0.740
C8 0.595 0.873 -0.739
H1 -1.706 0.414 1.876
H2 -1.348 -1.528 0.332
H3 -1.650 -1.018 -2.255
H4 2.175 -1.207 0.138
H5 0.928 -1.947 1.038
H6 0.718 0.057 2.500
H7 2.237 0.595 1.705
H8 0.451 2.276 1.060
H9 -0.005 1.543 -1.479
H10 1.653 0.940 -1.085

Total charge ... 0
ΔE to the lowest compared entry with this formula, charge and spin ... 195.5 kJ/mol
LUMO level ... 0.46 eV
E ... -15531.982 eV
Gap between HOMO and LUMO ... 10.4 eV

Löwdin population analysis, charges in e, atoms 1 to 8: 0.1567, -0.1923, -0.2876, 0.0715, -0.4142, -0.4453, 0.1243, 0.1332

***

4.
C3H7OP in the gas phase, computed with ωB97M-V/def2-TZVPD.

Cartesian coordinates (Å):
C1 -1.014 1.076 -0.836
C2 -1.249 0.096 0.049
C3 -0.205 -0.702 0.631
O1 -0.135 -1.126 1.926
P1 1.348 -0.343 -0.268
H1 -1.780 1.470 -1.479
H2 -0.044 1.557 -0.894
H3 -2.263 -0.258 0.193
H4 -0.628 -0.540 2.513
H5 1.387 -0.489 -1.740
H6 2.162 -1.375 0.176
H7 2.421 0.635 -0.270

Total charge ... 0
ΔE to the lowest compared entry with this formula, charge and spin ... 347.5 kJ/mol
LUMO level ... 0.71 eV
E ... -14556.618 eV
Gap between HOMO and LUMO ... 7.6 eV

Löwdin population analysis, charges in e, atoms 1 to 8: -0.0933, -0.2720, -0.5711, -0.0600, 0.8552, 0.0415, 0.0124, 0.1005

***

5.
A molecular structure, C11H46Cl2N10O12Pd, computed with ωB97M-V/def2-TZVPD.

Cartesian coordinates (Å):
Pd1 -2.779 -2.066 1.177
Cl1 -1.485 -0.410 -0.284
Cl2 -0.938 -2.646 2.501
O1 -2.154 -3.908 -0.169
H1 -1.489 -3.968 0.545
H2 -1.529 -4.141 -0.821
O2 1.235 -0.204 1.604
H3 0.285 -0.313 1.319
H4 1.505 -0.986 2.131
O3 -3.556 -0.422 2.419
H5 -2.934 0.247 2.786
H6 -4.063 0.236 1.890
O4 -3.974 -3.465 2.741
H7 -3.249 -3.271 3.334
H8 -3.996 -4.351 2.348
O5 0.364 -3.399 -1.523
H9 0.985 -3.013 -2.143
H10 -0.123 -2.625 -1.194
C1 2.862 4.492 1.190
C2 3.080 3.104 0.541
C3 4.528 2.822 0.245
O6 2.579 2.208 1.585
H11 1.785 4.580 1.378
H12 3.183 5.287 0.528
H13 3.536 4.541 2.051
H14 2.372 3.035 -0.367
H15 4.833 3.601 -0.512
H16 4.689 1.824 -0.186
H17 5.178 2.994 1.124
H18 2.103 1.473 1.140
C4 3.718 -4.470 -0.535
C5 3.263 -3.700 0.725
C6 4.340 -2.901 1.378
O7 2.246 -2.802 0.371
H19 4.443 -3.959 -1.232
H20 2.877 -4.709 -1.150
H21 4.246 -5.360 -0.259
H22 2.922 -4.462 1.485
H23 3.868 -2.251 2.195
H24 4.713 -2.201 0.591
H25 5.196 -3.471 1.795
H26 1.379 -3.121 0.552
C7 2.456 0.280 -2.445
O8 2.085 0.978 -3.386
N1 1.639 -0.266 -1.527
N2 3.754 -0.068 -2.341
H27 0.666 -0.057 -1.397
H28 2.044 -0.853 -0.821
H29 3.874 -0.914 -1.799
H30 4.157 -0.110 -3.260
C8 -1.210 2.403 3.456
O9 -1.938 1.693 2.743
N3 -0.628 1.869 4.548
N4 -1.128 3.711 3.328
H31 0.266 2.227 4.842
H32 -0.495 0.872 4.351
H33 -1.462 4.146 2.471
H34 -0.287 4.080 3.626
C9 -5.225 -1.075 -0.689
O10 -4.886 -1.795 0.258
N5 -4.455 -0.182 -1.341
N6 -6.532 -1.068 -1.100
H35 -4.671 -0.008 -2.325
H36 -3.441 -0.159 -1.210
H37 -6.860 -0.346 -1.706
H38 -7.178 -1.454 -0.479
C10 -1.987 0.664 -3.978
O11 -2.914 1.142 -3.317
N7 -2.205 -0.338 -4.906
N8 -0.695 1.184 -3.874
H39 -3.195 -0.340 -5.138
H40 -1.594 -0.665 -5.617
H41 -0.606 1.893 -3.178
H42 0.145 0.662 -3.958
C11 -1.763 3.452 -0.106
O12 -1.968 4.414 0.585
N9 -2.488 3.162 -1.161
N10 -0.631 2.655 0.079
H43 -3.120 3.876 -1.510
H44 -2.386 2.333 -1.755
H45 -0.464 2.435 1.065
H46 -0.723 1.717 -0.323

Total charge ... 0
Multiplicity ... 3
LUMO level (alpha / beta) ... 0.21 / -1.18 eV
E ... -80156.378 eV
Gap between HOMO and LUMO (alpha / beta) ... 9.4 / 8.2 eV

Löwdin population analysis, charges in e, atoms 1 to 8: 0.6798, 0.1778, -0.0092, -0.1121, -0.0331, 0.0029, -0.1357, -0.0569

***

6.
2 unconnected molecules or ions with the total composition C2H4NO2, computed with ωB97M-V/def2-TZVPD.

Cartesian coordinates (Å):
C1 2.353 -0.015 -0.110
C2 -1.052 0.900 0.605
N1 -1.144 -0.161 -0.337
O1 3.176 0.135 0.645
O2 1.493 -0.417 -0.745
H1 -1.352 0.676 1.624
H2 -2.014 0.181 -0.929
H3 -1.312 -1.135 0.092
H4 -0.149 -0.164 -0.845

Total charge ... +1
ΔE to the lowest compared entry with this formula, charge and spin ... 342.4 kJ/mol
LUMO level (alpha / beta) ... -6.58 / -6.53 eV
E ... -7712.408 eV
Gap between HOMO and LUMO (alpha / beta) ... 9.0 / 9.0 eV

Löwdin population analysis, charges in e, atoms 1 to 8: -0.3858, 0.2130, 0.0434, 0.3127, 0.1859, 0.0542, 0.2340, 0.1962

***

7.
C13H12F2N2O3 in the gas phase, computed with ωB97M-V/def2-TZVPD.

Cartesian coordinates (Å):
C1 -0.040 1.208 0.183
C2 0.688 -0.087 0.176
C3 2.019 -0.308 0.301
C4 3.125 0.666 0.508
C5 4.171 0.565 -0.606
O1 5.124 1.585 -0.395
C6 2.266 -1.753 0.194
O2 3.296 -2.387 0.240
N1 1.016 -2.286 0.006
N2 0.040 -1.311 0.009
C7 -1.256 -1.711 -0.168
O3 -1.520 -2.878 -0.366
C8 -2.329 -0.671 -0.068
C9 -2.804 -0.245 1.169
F1 -2.168 -0.662 2.277
C10 -3.888 0.603 1.292
C11 -4.533 1.039 0.146
C12 -4.094 0.636 -1.104
C13 -3.009 -0.218 -1.193
F2 -2.570 -0.591 -2.404
H1 -0.690 1.298 -0.684
H2 0.683 2.018 0.159
H3 -0.643 1.317 1.083
H4 3.625 0.449 1.454
H5 2.753 1.690 0.548
H6 4.635 -0.427 -0.576
H7 3.683 0.696 -1.585
H8 5.867 1.448 -0.991
H9 0.733 -3.249 -0.101
H10 -4.216 0.904 2.273
H11 -5.383 1.696 0.228
H12 -4.582 0.965 -2.006

Total charge ... 0
ΔE to the lowest compared entry with this formula, charge and spin ... 0.0 kJ/mol
LUMO level ... 0.31 eV
E ... -28232.977 eV
Gap between HOMO and LUMO ... 9.1 eV

Löwdin population analysis, charges in e, atoms 1 to 8: 0.0201, -0.1522, -0.0870, -0.1101, -0.2614, -0.0652, -0.4250, 0.0709

***

8.
A molecular structure, C28H27N6O4Os, computed with ωB97M-V/def2-TZVPD.

Cartesian coordinates (Å):
Os1 -0.368 -0.293 0.421
O1 1.155 2.200 3.248
C1 0.756 1.263 2.610
N1 -0.064 1.309 1.474
C2 -0.909 2.433 1.239
C3 -0.912 3.650 1.918
C4 -1.834 4.608 1.539
C5 -2.738 4.365 0.508
C6 -2.740 3.155 -0.163
C7 -1.818 2.188 0.220
N2 -1.655 0.899 -0.346
C8 -2.406 0.521 -1.499
O2 -3.555 0.806 -1.686
C9 -1.576 -0.200 -2.527
C10 -2.138 -0.603 -3.723
C11 -1.289 -1.102 -4.699
C12 0.073 -1.148 -4.443
C13 0.536 -0.746 -3.199
N3 -0.278 -0.295 -2.249
C14 1.075 -0.145 3.005
C15 1.721 -0.425 4.191
C16 1.935 -1.754 4.525
C17 1.501 -2.741 3.655
C18 0.858 -2.376 2.486
N4 0.649 -1.096 2.170
H1 -0.209 3.843 2.710
H2 -1.849 5.559 2.055
H3 -3.453 5.126 0.228
H4 -3.453 2.957 -0.947
H5 -3.204 -0.506 -3.871
H6 -1.680 -1.425 -5.654
H7 0.774 -1.486 -5.195
H8 1.595 -0.771 -2.968
H9 2.021 0.397 4.826
H10 2.426 -2.014 5.453
H11 1.648 -3.789 3.875
H12 0.504 -3.106 1.773
N5 5.385 0.009 0.871
C19 5.241 -0.914 -0.112
O3 6.147 -1.288 -0.821
C20 3.857 -1.479 -0.313
C21 3.739 -2.740 -0.886
C22 2.478 -3.261 -1.112
C23 1.367 -2.506 -0.777
N6 1.484 -1.283 -0.241
C24 2.703 -0.783 -0.013
H13 6.309 0.373 1.035
H14 4.671 0.193 1.551
H15 4.640 -3.280 -1.146
H16 2.347 -4.240 -1.552
H17 0.357 -2.861 -0.928
H18 2.737 0.223 0.389
C25 -2.143 -3.496 1.651
C26 -2.506 -2.555 0.510
C27 -3.509 -1.523 1.013
C28 -3.102 -3.347 -0.647
O4 -1.324 -1.925 -0.018
H19 -3.010 -4.086 1.947
H20 -1.803 -2.936 2.525
H21 -1.356 -4.188 1.340
H22 -4.322 -2.024 1.541
H23 -3.940 -0.946 0.195
H24 -3.033 -0.831 1.711
H25 -3.966 -3.922 -0.313
H26 -2.364 -4.041 -1.056
H27 -3.421 -2.673 -1.443

Total charge ... +1
ΔE to the lowest compared entry with this formula, charge and spin ... 181.9 kJ/mol
LUMO level (alpha / beta) ... -4.21 / -4.29 eV
E ... -49067.362 eV
Gap between HOMO and LUMO (alpha / beta) ... 6.6 / 6.6 eV

Löwdin population analysis, charges in e, atoms 1 to 8: 1.6866, 0.1316, -0.4127, -0.0780, -0.1985, -0.0014, -0.0642, -0.0604